No. 1
Density functional theory data (the ωB97M-V functional and the def2-TZVPD basis) for a structure of composition C33H28ClF3MoN3O7PTe in a non-equilibrium geometry.

```
78
Properties=species:S:1:pos:R:3:lowdin_spin:R:1
Mo 0.285 -0.716 0.277 1.364
O 4.236 -0.973 -3.555 0.001
C 3.138 -0.540 -4.194 -0.001
C 3.233 -0.233 -5.553 0.000
C 2.124 0.161 -6.273 -0.001
C 0.887 0.267 -5.644 0.000
C 0.779 0.005 -4.298 -0.001
C 1.894 -0.391 -3.550 0.000
C 1.707 -0.652 -2.134 -0.003
O 0.615 -0.320 -1.527 0.012
N 2.600 -1.302 -1.393 0.002
N 2.094 -1.456 -0.153 -0.040
C 2.784 -2.164 0.741 0.167
C 2.162 -2.211 2.000 0.019
C 2.618 -2.896 3.137 0.038
C 1.931 -2.770 4.325 0.017
C 0.813 -1.936 4.376 0.042
C 0.396 -1.305 3.221 0.018
N 1.004 -1.468 2.036 0.025
H 4.010 -1.203 -2.632 0.000
H 4.202 -0.325 -6.016 0.000
H 2.212 0.385 -7.328 0.000
H 0.012 0.537 -6.215 0.000
H -0.172 0.082 -3.788 0.000
H 3.730 -2.630 0.503 0.008
H 3.498 -3.516 3.068 0.001
H 2.261 -3.285 5.212 0.000
H 0.268 -1.778 5.293 0.002
H -0.440 -0.616 3.241 0.000
C -4.770 1.403 -0.616 0.000
C -4.045 1.284 0.710 0.000
O -3.877 -0.109 1.014 0.000
P -2.557 -0.565 1.798 0.007
O -1.359 -0.142 0.923 0.033
Te -2.596 -2.767 2.558 0.009
O -2.406 0.538 2.971 0.001
C -3.154 0.450 4.177 0.000
C -2.397 1.193 5.262 0.000
H -5.046 2.438 -0.799 0.000
H -5.670 0.793 -0.592 0.000
H -4.129 1.055 -1.422 0.000
H -4.642 1.735 1.509 0.000
H -3.068 1.779 0.673 0.000
H -3.291 -0.610 4.439 0.000
H -4.143 0.895 4.018 0.000
H -1.466 0.682 5.491 0.000
H -3.004 1.253 6.161 0.000
H -2.170 2.200 4.918 0.000
Cl 6.484 3.951 3.518 0.000
C 4.975 3.495 2.811 0.000
C 4.489 2.212 3.009 0.000
C 3.314 1.833 2.388 0.001
C 2.603 2.729 1.594 0.000
C 3.080 4.029 1.449 0.000
C 4.268 4.410 2.045 0.000
C 1.348 2.287 0.880 0.009
O 0.633 3.064 0.272 0.019
O 1.110 1.022 0.962 0.077
H 5.040 1.521 3.630 0.000
H 2.946 0.823 2.512 0.000
H 2.517 4.726 0.848 0.000
H 4.656 5.408 1.910 0.000
F -0.909 -10.132 -0.633 0.001
C 0.101 -9.413 -0.118 0.002
F 1.188 -9.715 -0.861 0.001
F 0.341 -9.913 1.103 0.000
C -0.183 -7.942 -0.113 0.016
C -0.692 -7.347 -1.264 -0.003
C -0.852 -5.977 -1.310 0.019
C -0.510 -5.192 -0.207 0.019
C -0.062 -5.811 0.966 0.020
C 0.106 -7.177 1.012 -0.002
C -0.528 -3.779 -0.236 0.131
C -0.450 -2.562 -0.162 -0.033
H -0.945 -7.957 -2.120 0.000
H -1.228 -5.502 -2.202 0.001
H 0.165 -5.205 1.830 0.001
H 0.472 -7.656 1.908 0.000
```

The calculated total energy comes out at -92593.2198 eV. Its expectation value of S² is 2.06. The HOMO-LUMO gap (alpha / beta) comes out at 5.8 / 5.4 eV. The spin multiplicity is 3. For the LUMO energy (alpha / beta), the calculation gives -1.7 / -2.2 eV.

No. 2
Density functional theory data (the ωB97M-V functional and the def2-TZVPD basis) for a cluster of 2 separate species, C33H28F6N in total in a non-equilibrium geometry.

```
68
Properties=species:S:1:pos:R:3:lowdin_charge:R:1
C 2.966 -1.926 0.574 -0.158
C 2.052 -1.743 1.790 -0.145
C 1.582 -0.337 1.978 -0.145
C 2.139 0.740 1.231 -0.091
C 1.614 2.054 1.414 -0.138
C 0.605 2.273 2.338 0.026
C 0.039 1.216 3.106 -0.220
C -1.064 1.434 3.995 0.034
C -2.076 0.507 4.247 -0.254
C -3.285 0.795 4.999 -0.059
C -4.153 -0.309 4.914 -0.077
C -3.491 -1.339 4.150 -0.072
C -2.224 -0.860 3.755 -0.066
C 0.597 -0.073 2.912 -0.040
C 2.164 3.190 0.606 -0.140
C 3.027 2.744 -0.585 -0.161
C 3.929 1.597 -0.203 -0.167
N 3.167 0.505 0.360 -0.083
C 3.899 -0.744 0.402 -0.161
H 3.556 -2.841 0.674 0.118
H 2.339 -2.027 -0.321 0.126
H 1.182 -2.405 1.667 0.125
H 2.574 -2.089 2.698 0.117
H 0.212 3.289 2.475 0.134
H -1.185 2.448 4.398 0.128
H -3.458 1.777 5.437 0.102
H -5.167 -0.369 5.320 0.101
H -3.893 -2.317 3.908 0.096
H -1.565 -1.336 3.045 0.082
H 0.248 -0.901 3.527 0.080
H 1.326 3.789 0.220 0.126
H 2.756 3.864 1.252 0.126
H 2.360 2.432 -1.399 0.125
H 3.635 3.576 -0.952 0.120
H 4.458 1.203 -1.076 0.126
H 4.683 1.942 0.523 0.137
H 4.639 -0.729 1.222 0.136
H 4.454 -0.824 -0.540 0.127
F 1.786 5.284 7.103 0.134
C 2.585 4.486 6.342 -0.510
F 2.554 5.002 5.075 0.131
F 3.872 4.637 6.801 0.134
C 2.166 3.043 6.366 -0.080
C 2.707 2.181 5.419 0.029
C 2.293 0.861 5.397 0.026
C 1.292 0.368 6.284 -0.180
C 0.883 -0.999 6.164 0.150
C 0.604 -1.850 7.268 -0.160
C 0.789 -1.468 8.634 0.037
C 0.431 -2.326 9.661 0.031
C -0.009 -3.617 9.373 -0.071
C -0.500 -4.459 10.521 -0.505
F -1.195 -5.558 10.120 0.139
F 0.549 -4.890 11.302 0.135
F -1.338 -3.749 11.340 0.137
C -0.050 -4.077 8.065 0.030
C 0.243 -3.211 7.027 0.043
C 0.778 1.281 7.249 0.015
C 1.239 2.592 7.301 0.030
H 3.433 2.531 4.691 0.141
H 2.737 0.168 4.686 0.127
H 1.069 -1.499 5.213 0.123
H 1.207 -0.487 8.877 0.121
H 0.473 -1.978 10.688 0.142
H -0.311 -5.110 7.850 0.138
H 0.222 -3.559 5.995 0.133
H 0.017 0.946 7.967 0.131
H 0.871 3.259 8.073 0.134
```

The calculated total energy comes out at -52463.0487 eV. The HOMO-LUMO gap comes out at 3.4 eV. The spin multiplicity is 1. As for the total charge: +1. For the LUMO energy, the calculation gives -6.3 eV. The relative energy (zero: lowest compared OMol25 entry of this formula, charge and spin) comes out at 0.046 eV.

No. 3
Density functional theory data (the ωB97M-V functional and the def2-TZVPD basis) for a structure of composition C33H28Ge2N5RuS3 in a non-equilibrium geometry.

```
72
Properties=species:S:1:pos:R:3:lowdin_spin:R:1
Ru -0.068 -0.040 0.090 2.346
S 2.210 -0.188 0.101 0.292
C 2.573 1.413 0.700 0.042
C 3.743 1.630 1.425 0.020
C 4.036 2.892 1.919 0.010
C 5.215 3.100 2.702 0.000
N 6.166 3.249 3.328 0.002
C 3.160 3.965 1.659 0.022
C 2.003 3.754 0.924 0.012
C 1.693 2.480 0.454 0.065
S 0.211 2.212 -0.427 0.384
C 3.447 5.271 2.168 0.002
N 3.651 6.321 2.586 0.010
H 4.410 0.800 1.617 0.000
H 1.331 4.576 0.722 0.002
N -3.915 -0.004 1.714 0.010
C -4.413 -0.060 0.426 0.001
C -5.703 -0.147 -0.082 0.001
C -5.828 -0.136 -1.456 0.000
C -4.711 -0.024 -2.298 0.001
C -3.431 0.049 -1.793 0.004
C -3.289 0.005 -0.410 0.007
N -2.157 0.073 0.382 0.029
C -2.571 0.087 1.637 0.017
C -1.657 0.216 2.754 0.004
C -1.934 0.262 4.086 0.007
S -0.491 0.407 4.984 0.008
C 0.405 0.403 3.526 0.013
N -0.316 0.300 2.454 0.085
H -4.464 -0.009 2.557 0.000
H -6.562 -0.209 0.573 0.000
H -6.814 -0.202 -1.896 0.000
H -4.870 0.015 -3.368 0.000
H -2.565 0.163 -2.431 0.003
H -2.894 0.205 4.575 0.001
H 1.484 0.486 3.518 0.000
C -1.642 -2.533 -3.235 0.012
Ge -0.036 -3.289 -2.377 0.110
C -0.070 -5.260 -2.439 0.042
C 1.530 -2.455 -3.230 0.014
Ge 0.078 -2.452 0.025 0.254
C 1.671 -3.267 0.854 0.021
C 2.542 -4.077 0.129 0.008
C 3.684 -4.601 0.718 0.000
C 3.969 -4.324 2.046 0.006
C 3.114 -3.513 2.781 0.001
C 1.982 -2.984 2.185 0.008
C -1.491 -3.130 1.037 0.056
C -2.538 -3.735 0.343 0.021
C -3.642 -4.239 1.017 0.002
C -3.714 -4.139 2.398 0.012
C -2.678 -3.542 3.104 0.000
C -1.578 -3.038 2.426 0.011
H -1.711 -2.936 -4.247 0.002
H -1.532 -1.453 -3.302 0.001
H -2.568 -2.761 -2.709 0.000
H -0.127 -5.524 -3.496 0.008
H -0.947 -5.658 -1.931 0.000
H 0.822 -5.712 -2.010 0.000
H 1.480 -2.605 -4.309 0.002
H 2.471 -2.861 -2.863 0.000
H 1.509 -1.384 -3.023 0.002
H 2.325 -4.301 -0.909 0.001
H 4.355 -5.221 0.138 0.000
H 4.854 -4.738 2.510 0.000
H 3.337 -3.290 3.817 0.000
H 1.334 -2.329 2.758 0.001
H -2.479 -3.831 -0.735 0.003
H -4.443 -4.712 0.463 0.000
H -4.568 -4.542 2.927 0.001
H -2.721 -3.482 4.185 0.000
H -0.761 -2.600 2.988 0.000
```

The calculated total energy comes out at -190239.7226 eV. Its expectation value of S² is 6.03. The HOMO-LUMO gap (alpha / beta) comes out at 7.5 / 5.4 eV. The spin multiplicity is 5. As for the total charge: +1. For the LUMO energy (alpha / beta), the calculation gives -3.3 / -5.8 eV. The relative energy (zero: lowest compared OMol25 entry of this formula, charge and spin) comes out at 0.482 eV.

Which value of calculated total energy does entry 2 give?
-52463.0487 eV

Which formula does entry 1 have?
C33H28ClF3MoN3O7PTe

Which formula does entry 1 have?
C33H28ClF3MoN3O7PTe

Repeat the second record exactly.
Density functional theory data (the ωB97M-V functional and the def2-TZVPD basis) for a cluster of 2 separate species, C33H28F6N in total in a non-equilibrium geometry.

```
68
Properties=species:S:1:pos:R:3:lowdin_charge:R:1
C 2.966 -1.926 0.574 -0.158
C 2.052 -1.743 1.790 -0.145
C 1.582 -0.337 1.978 -0.145
C 2.139 0.740 1.231 -0.091
C 1.614 2.054 1.414 -0.138
C 0.605 2.273 2.338 0.026
C 0.039 1.216 3.106 -0.220
C -1.064 1.434 3.995 0.034
C -2.076 0.507 4.247 -0.254
C -3.285 0.795 4.999 -0.059
C -4.153 -0.309 4.914 -0.077
C -3.491 -1.339 4.150 -0.072
C -2.224 -0.860 3.755 -0.066
C 0.597 -0.073 2.912 -0.040
C 2.164 3.190 0.606 -0.140
C 3.027 2.744 -0.585 -0.161
C 3.929 1.597 -0.203 -0.167
N 3.167 0.505 0.360 -0.083
C 3.899 -0.744 0.402 -0.161
H 3.556 -2.841 0.674 0.118
H 2.339 -2.027 -0.321 0.126
H 1.182 -2.405 1.667 0.125
H 2.574 -2.089 2.698 0.117
H 0.212 3.289 2.475 0.134
H -1.185 2.448 4.398 0.128
H -3.458 1.777 5.437 0.102
H -5.167 -0.369 5.320 0.101
H -3.893 -2.317 3.908 0.096
H -1.565 -1.336 3.045 0.082
H 0.248 -0.901 3.527 0.080
H 1.326 3.789 0.220 0.126
H 2.756 3.864 1.252 0.126
H 2.360 2.432 -1.399 0.125
H 3.635 3.576 -0.952 0.120
H 4.458 1.203 -1.076 0.126
H 4.683 1.942 0.523 0.137
H 4.639 -0.729 1.222 0.136
H 4.454 -0.824 -0.540 0.127
F 1.786 5.284 7.103 0.134
C 2.585 4.486 6.342 -0.510
F 2.554 5.002 5.075 0.131
F 3.872 4.637 6.801 0.134
C 2.166 3.043 6.366 -0.080
C 2.707 2.181 5.419 0.029
C 2.293 0.861 5.397 0.026
C 1.292 0.368 6.284 -0.180
C 0.883 -0.999 6.164 0.150
C 0.604 -1.850 7.268 -0.160
C 0.789 -1.468 8.634 0.037
C 0.431 -2.326 9.661 0.031
C -0.009 -3.617 9.373 -0.071
C -0.500 -4.459 10.521 -0.505
F -1.195 -5.558 10.120 0.139
F 0.549 -4.890 11.302 0.135
F -1.338 -3.749 11.340 0.137
C -0.050 -4.077 8.065 0.030
C 0.243 -3.211 7.027 0.043
C 0.778 1.281 7.249 0.015
C 1.239 2.592 7.301 0.030
H 3.433 2.531 4.691 0.141
H 2.737 0.168 4.686 0.127
H 1.069 -1.499 5.213 0.123
H 1.207 -0.487 8.877 0.121
H 0.473 -1.978 10.688 0.142
H -0.311 -5.110 7.850 0.138
H 0.222 -3.559 5.995 0.133
H 0.017 0.946 7.967 0.131
H 0.871 3.259 8.073 0.134
```

The calculated total energy comes out at -52463.0487 eV. The HOMO-LUMO gap comes out at 3.4 eV. The spin multiplicity is 1. As for the total charge: +1. For the LUMO energy, the calculation gives -6.3 eV. The relative energy (zero: lowest compared OMol25 entry of this formula, charge and spin) comes out at 0.046 eV.